Computed, not measured: C46H60CaN6O2S as an isolated structure, with the ωB97M-V functional and the def2-TZVPD basis.

Output
**HOMO energy (alpha / beta)**: -5.890 / -5.891 eV
**Energy above the lowest of the compared OMol25 structures with the same formula, charge and spin**: 12.0 kcal per mole
**M**: 801.17 u
**Gap between HOMO and LUMO (alpha / beta)**: 5.78 / 5.78 eV
**Total energy**: -90991.0571 eV
**Strongest force on any atom**: 0.022 hartree/bohr

Geometry (Å):
1 Ca 0.048 0.196 -0.297
2 C 5.586 -3.097 0.821
3 C 5.446 -1.575 0.826
4 C 4.050 -1.131 1.132
5 C 3.540 -0.725 2.331
6 C 4.246 -0.593 3.642
7 C 4.056 -1.814 4.543
8 C 2.119 -0.484 2.119
9 C 1.189 -0.081 3.081
10 C -0.195 0.121 2.961
11 C -1.109 0.480 4.031
12 C -0.724 0.664 5.465
13 C -0.558 -0.663 6.207
14 C -2.356 0.554 3.473
15 C -2.196 0.238 2.060
16 C -3.228 0.146 1.105
17 C -3.174 -0.244 -0.234
18 N -2.043 -0.549 -0.906
19 C -2.374 -1.010 -2.124
20 C -1.456 -1.489 -3.074
21 C -0.073 -1.678 -2.948
22 N 0.648 -1.416 -1.841
23 C 1.948 -1.690 -2.083
24 C 2.988 -1.545 -1.161
25 C 2.939 -1.137 0.186
26 N 1.827 -0.726 0.819
27 C 2.077 -2.181 -3.457
28 C 0.825 -2.179 -3.991
29 C 0.411 -2.594 -5.368
30 C 0.248 -1.409 -6.321
31 C 3.345 -2.661 -4.091
32 C 3.695 -4.091 -3.676
33 C -3.832 -0.966 -2.283
34 C -4.330 -0.488 -1.107
35 C -5.739 -0.299 -0.631
36 C -6.269 -1.521 0.121
37 C -4.489 -1.448 -3.545
38 C -5.998 -1.295 -3.672
39 N -0.895 0.007 1.807
40 C -3.658 0.823 4.159
41 C -4.404 -0.461 4.523
42 H 6.605 -3.403 0.576
43 H 4.910 -3.546 0.092
44 H 5.332 -3.511 1.798
45 H 5.754 -1.179 -0.147
46 H 6.136 -1.147 1.557
47 H 3.885 0.301 4.161
48 H 5.314 -0.428 3.470
49 H 2.997 -1.995 4.731
50 H 4.557 -1.680 5.503
51 H 4.460 -2.711 4.071
52 H 1.593 0.076 4.078
53 H -1.476 1.274 5.974
54 H 0.212 1.230 5.524
55 H -1.494 -1.224 6.206
56 H -0.258 -0.503 7.244
57 H 0.195 -1.286 5.724
58 H -4.222 0.349 1.490
59 H -1.880 -1.793 -4.025
60 H 3.972 -1.824 -1.524
61 H -0.531 -3.148 -5.314
62 H 1.144 -3.293 -5.777
63 H -0.494 -0.704 -5.940
64 H -0.072 -1.733 -7.313
65 H 1.192 -0.871 -6.432
66 H 4.167 -1.990 -3.824
67 H 3.256 -2.605 -5.179
68 H 3.793 -4.166 -2.592
69 H 4.631 -4.421 -4.129
70 H 2.905 -4.781 -3.978
71 H -6.404 -0.062 -1.459
72 H -5.773 0.571 0.029
73 H -6.293 -2.398 -0.529
74 H -7.279 -1.348 0.495
75 H -5.626 -1.765 0.967
76 H -4.229 -2.503 -3.681
77 H -4.018 -0.933 -4.390
78 H -6.529 -1.819 -2.877
79 H -6.334 -1.712 -4.622
80 H -6.300 -0.248 -3.648
81 H -4.294 1.438 3.514
82 H -3.485 1.415 5.061
83 H -4.592 -1.063 3.633
84 H -5.361 -0.244 4.999
85 H -3.813 -1.071 5.208
86 C -2.329 4.680 -1.024
87 C -1.575 3.707 -0.150
88 O -1.349 2.562 -0.510
89 N -1.129 4.210 1.029
90 C -0.542 3.368 2.058
91 C 0.943 3.172 1.915
92 C 1.849 3.692 2.827
93 C 3.202 3.451 2.634
94 C 3.598 2.709 1.535
95 C 2.616 2.225 0.679
96 N 1.321 2.446 0.861
97 H -2.721 4.139 -1.880
98 H -1.657 5.468 -1.371
99 H -3.147 5.155 -0.483
100 H -1.328 5.172 1.242
101 H -1.016 2.391 1.993
102 H -0.790 3.795 3.030
103 H 1.498 4.264 3.677
104 H 3.934 3.837 3.333
105 H 4.638 2.482 1.348
106 H 2.876 1.609 -0.177
107 C 1.444 1.887 -4.413
108 S 0.508 2.306 -2.949
109 C 1.105 3.974 -2.697
110 O 1.167 1.517 -1.864
111 H 2.508 1.988 -4.199
112 H 1.142 2.527 -5.242
113 H 1.207 0.847 -4.635
114 H 0.680 4.634 -3.453
115 H 2.194 3.988 -2.730
116 H 0.767 4.263 -1.704